(1)
DFT (ωB97M-V with the def2-TZVPD basis set) results for a molecular structure, C10H17BN2O.

```
31
Properties=species:S:1:pos:R:3:forces:R:3
B 1.201586 0.091872 -0.069102 -1.575 -4.002 -0.144
C 3.693217 1.009332 0.221963 0.605 2.104 0.276
C 4.788393 -0.748730 -0.169940 -0.434 -4.209 -1.148
C 2.744812 0.034848 0.038322 -1.240 0.468 -0.468
C -0.145110 -1.396076 -0.366919 2.493 2.644 -1.117
C -1.375641 -0.604435 0.159539 1.534 -2.042 0.716
C -1.072023 0.850259 -0.128626 1.353 1.438 1.669
C -2.678079 -0.896437 -0.505208 -2.187 1.142 -1.372
C -1.481666 -0.960277 1.712873 2.837 0.117 -1.905
C -1.821905 1.726411 0.817930 -0.290 0.629 0.058
C -1.245876 1.355481 -1.540006 2.156 2.456 2.653
N 4.956111 0.501622 0.071245 0.515 0.401 0.476
N 3.461057 -1.110736 -0.241067 -0.331 -0.224 -0.108
O 0.384026 1.082858 0.134501 -0.974 1.341 0.450
H 3.659283 2.132352 0.442823 -0.584 -2.035 -0.342
H 5.444406 -1.668659 -0.344916 -0.103 2.153 0.330
H -0.107858 -1.637246 -1.447522 -0.460 0.573 0.179
H 0.139749 -2.338466 0.050860 -0.246 -0.419 1.022
H -3.554912 -0.678753 0.144026 0.548 -0.079 -0.256
H -2.854336 -1.861199 -0.917817 0.308 -1.207 0.152
H -2.834577 -0.255539 -1.422091 0.127 -0.558 0.983
H -2.402450 -0.698304 2.040790 -2.992 1.052 1.112
H -0.749229 -0.303866 2.274361 -0.420 -1.526 -0.368
H -1.456590 -2.073301 1.819283 0.697 1.017 0.155
H -1.602648 2.765889 0.680099 -0.327 0.758 -0.870
H -1.602487 1.666230 1.847135 0.638 -0.945 1.277
H -2.867409 1.475199 0.741381 -0.546 0.402 -0.260
H -0.454513 2.119324 -1.679290 -0.390 -0.448 -0.036
H -2.131600 1.859831 -1.688078 -2.219 0.545 -0.566
H -1.048000 0.561133 -2.100831 0.505 -2.968 -3.279
H 3.014284 -2.000630 -0.575721 1.001 1.422 0.730
```
Positions in Å, forces in eV/Å.

Properties
- Calculated total energy: -600.81774 Eh
- Total charge: 0

---

(2)
DFT (ωB97M-V with the def2-TZVPD basis set) results for a molecular structure, C10H17BaNO2.

```
31
Properties=species:S:1:pos:R:3:forces:R:3
C 0.746223 -1.116561 -1.545928 -0.526 -2.243 -2.093
C 0.119271 1.939441 -2.321616 -0.695 0.221 1.032
C -0.463616 -1.505851 -2.180557 2.878 -0.124 1.665
H 1.289499 -2.015870 -1.196037 -0.161 0.595 -0.217
C -0.979604 1.723070 -1.568417 0.618 0.504 -0.514
H 0.511214 2.964313 -2.362772 -0.132 -0.332 0.388
H -0.631611 -2.567801 -2.380244 -0.062 0.155 0.871
H -1.334837 2.550296 -0.938331 0.057 -0.097 -0.438
C -1.547604 -0.620419 -2.562513 -1.912 1.216 -0.258
H -2.473144 -1.233710 -2.634909 0.427 0.404 -0.040
H -1.427515 -0.153940 -3.560268 -0.196 -0.055 0.279
C 1.674687 -0.125107 -2.225523 -0.369 0.749 0.280
H 2.332815 -0.691472 -2.900231 -0.276 -0.019 0.004
H 2.370482 0.374910 -1.527468 -0.237 -0.015 0.102
C 0.957808 0.951291 -3.069014 0.615 -0.049 -0.854
H 0.403035 0.453826 -3.879305 0.220 0.153 0.290
H 1.744818 1.550017 -3.560307 -0.218 -0.326 -0.016
C -1.866448 0.519199 -1.533577 -0.146 -0.708 -0.294
H -2.906992 0.858234 -1.708250 0.421 0.014 0.016
H -1.883410 0.097563 -0.511340 -0.056 -0.026 -0.458
Ba 2.412794 -0.060861 1.645672 1.023 0.602 0.196
H 1.069022 -0.485978 0.173860 -0.225 -0.006 -1.735
N -0.326277 -0.223513 1.761898 -1.059 0.090 1.055
C -0.463591 -1.644396 2.216336 -0.262 -0.270 0.413
C 0.967251 -2.060976 2.472245 1.097 -0.518 -0.056
O 1.501703 -1.552850 3.525925 -0.327 -0.455 -0.952
O 1.636713 -2.545435 1.499274 -0.767 0.483 1.599
H -0.609163 0.393718 2.522256 -0.209 -0.244 0.114
H -0.982075 -0.035192 1.004882 0.599 -0.104 0.067
H -1.015718 -1.711721 3.165762 -0.045 -0.007 -0.445
H -0.892529 -2.296124 1.450897 -0.076 0.412 0.000
```
Positions in Å, forces in eV/Å.

Properties
- Calculated total energy: -621.80497 Eh
- Total charge: 0

---

(3)
DFT (ωB97M-V with the def2-TZVPD basis set) results for 2 unconnected molecules or ions with the total composition C10H17BrN3O.

```
32
Properties=species:S:1:pos:R:3:forces:R:3
C -0.128034 -2.401170 0.474889 0.278 -0.118 -0.294
C 0.827486 -1.281053 0.065901 0.040 -0.316 -0.193
C 0.729652 -0.007273 0.924738 -0.228 -0.004 0.493
C 0.869129 -0.447563 2.330787 0.265 0.102 0.106
N 1.035721 -0.771532 3.421539 -0.083 -0.024 -0.073
C 1.877853 1.039803 0.667143 0.525 -0.175 -0.213
N 2.870355 0.705996 -0.333201 -0.245 0.286 -0.122
C 2.470054 0.904213 -1.730591 0.486 -0.004 0.214
C -0.700413 0.613653 0.819283 -0.010 -0.519 0.430
C -0.774883 1.896390 1.532717 0.504 0.433 -0.812
N -0.684468 2.993504 1.866012 -0.208 -0.167 0.399
C -1.230752 0.734514 -0.616580 -0.792 0.008 0.458
O -2.594957 1.122966 -0.527728 0.143 0.094 -0.014
C -3.499793 0.049975 -0.359908 -0.835 -0.228 0.089
H -1.169542 -2.087887 0.477643 -0.048 -0.031 0.074
H 0.165659 -2.829952 1.432786 -0.211 0.160 0.178
H -0.034796 -3.204838 -0.255642 -0.124 0.020 -0.077
H 0.677677 -1.047198 -0.986653 -0.069 0.164 0.012
H 1.835308 -1.697103 0.133945 0.099 0.181 0.122
H 2.407977 1.199226 1.605809 -0.085 -0.002 0.086
H 1.466353 2.011621 0.400162 -0.211 -0.053 -0.024
H 3.280652 -0.200650 -0.182546 -0.005 -0.022 0.025
H 1.474422 1.338015 -1.795656 -0.104 -0.150 -0.063
H 3.162023 1.600834 -2.210503 -0.033 0.014 -0.096
H 2.502094 -0.031189 -2.289731 -0.215 0.010 -0.092
H -1.367456 -0.060059 1.361863 -0.081 -0.091 -0.159
H -0.735681 1.549335 -1.143793 0.191 -0.168 -0.152
H -1.184028 -0.220173 -1.190053 0.401 0.828 0.574
H -3.697439 -0.511589 -1.300733 0.233 0.530 0.857
H -4.434070 0.489805 -0.001410 0.048 0.090 0.044
H -3.169219 -0.654742 0.416207 0.097 -0.035 -0.030
Br -2.246885 -0.795877 -3.006701 0.277 -0.812 -1.749
```
Positions in Å, forces in eV/Å.

Properties
- Calculated total energy: -3204.79025 Eh
- Total charge: -1

---

(4)
DFT (ωB97M-V with the def2-TZVPD basis set) results for 2 unconnected molecules or ions with the total composition C10H17BrO.

```
29
Properties=species:S:1:pos:R:3:forces:R:3
C 2.059607 -0.838914 0.696402 1.006 -0.207 -0.092
C 2.197920 -1.776574 -0.483190 1.305 -0.944 -2.873
C 0.838072 -1.153992 1.490208 -2.801 -2.570 1.257
C 1.040789 -1.410349 -1.534595 0.493 -0.369 1.718
C -0.456226 -1.362126 0.667682 -0.500 -1.515 0.846
C -0.332013 -1.621261 -0.832321 0.643 1.314 -0.900
C -1.097250 -0.452777 -0.255561 -0.939 3.069 -1.160
C -1.390428 1.908545 1.231924 -1.553 1.676 2.633
C -1.708656 2.377550 -1.337648 0.069 -0.981 1.282
C -0.928809 1.846849 -0.215001 0.230 -4.748 3.236
O 0.401467 2.009201 -0.200657 0.535 0.315 -3.729
Br -3.072037 -0.658848 -0.304498 0.431 0.014 -0.111
H 2.897998 -0.816888 1.405541 0.114 -0.023 -0.461
H 1.913029 0.146183 0.268266 0.235 0.451 0.146
H 3.172336 -1.864006 -1.174632 -1.495 1.246 1.898
H 2.226660 -2.832619 -0.144387 -0.921 0.364 -0.092
H 0.715751 -2.199239 2.035066 1.659 1.835 -0.823
H 0.699243 -0.439295 2.302480 -0.103 0.188 -0.083
H 1.131432 -0.303959 -1.779270 0.210 -1.492 -0.182
H 1.166964 -2.121193 -2.392743 -0.386 1.072 0.485
H -1.215720 -2.060876 1.128798 1.141 0.824 -0.120
H -0.922097 -2.334613 -1.365208 -0.481 -0.630 0.321
H -0.901120 2.878006 1.693390 -1.039 -1.234 -0.937
H -0.968039 1.119341 2.012879 -1.143 1.157 -2.242
H -2.575335 2.078880 1.365894 2.852 -0.748 -0.284
H -1.931552 1.726292 -2.114767 -0.337 -1.669 -1.132
H -2.598587 2.824679 -1.034314 -1.592 0.625 0.776
H -1.130168 3.096026 -1.748069 1.943 2.625 -1.473
H 0.766761 2.235964 0.618321 0.422 0.355 2.098
```
Positions in Å, forces in eV/Å.

Properties
- Calculated total energy: -3040.29414 Eh
- Total charge: 0

---

(5)
DFT (ωB97M-V with the def2-TZVPD basis set) results for a molecular structure, C10H17ClGaINOPS.

```
34
Properties=species:S:1:pos:R:3:forces:R:3
C -0.990452 -1.416617 -1.219237 -2.004 3.465 1.039
I 0.886113 -1.606563 -2.046550 1.177 -2.219 -1.209
H -1.507573 -0.702452 -1.883595 0.069 -0.552 0.091
H -1.663840 -2.245834 -0.982135 1.157 -0.581 -0.458
H -0.794819 -0.814899 -0.329651 -0.220 -0.264 0.229
Ga -2.302349 2.302660 -1.144216 -0.248 -0.238 0.447
P 2.445813 0.328830 -2.195628 -0.532 0.351 0.700
C 3.691234 -0.251491 -3.340591 -0.029 -0.573 -0.250
C 1.499657 1.726149 -2.753466 -0.179 0.533 -0.340
H 2.293174 0.859087 0.146265 0.093 0.021 -0.269
H 3.935840 1.096455 -0.535247 -0.130 -0.059 0.060
H 3.351802 -0.549408 -0.137759 -0.002 0.266 -0.304
C 3.055187 0.437436 -0.524980 0.188 0.170 0.387
H 0.813505 2.112721 -1.974585 0.391 -0.256 -0.120
H 2.232662 2.513691 -3.021509 -0.307 -0.216 0.125
H 4.315305 0.604375 -3.645964 -0.229 -0.083 0.164
H 3.232746 -0.691414 -4.236779 0.059 0.236 0.112
H 0.906058 1.479562 -3.653665 0.378 0.025 0.325
H 4.332148 -1.016268 -2.876499 -0.202 0.274 0.012
C -1.469702 -4.490486 -2.008495 -1.192 -3.978 -0.666
O -1.835281 -5.571505 -2.170492 1.231 3.735 0.561
Cl -0.877507 2.743119 0.635496 1.024 0.279 -0.317
S -3.579251 0.917741 0.693472 -0.458 -0.075 0.009
C -2.870137 0.597323 2.224256 0.403 0.339 0.633
N -2.249958 1.546737 3.015500 0.590 -0.536 -0.678
C -1.395238 1.233372 4.042368 -0.607 -0.945 -0.039
C -1.298398 -0.085877 4.483959 0.197 1.453 -0.052
C -2.080537 -1.047447 3.833420 -0.152 -0.337 -0.178
C -2.859938 -0.716667 2.738011 0.247 0.065 0.548
H -2.212764 2.500640 2.636167 -0.081 -0.546 0.200
H -0.819316 2.060302 4.451211 -0.297 -0.177 0.028
H -0.657011 -0.325403 5.340003 -0.297 0.096 -0.514
H -2.026276 -2.085684 4.180215 -0.216 0.424 -0.136
H -3.500896 -1.442186 2.260700 0.176 -0.097 -0.140
```
Positions in Å, forces in eV/Å.

Properties
- Calculated total energy: -3942.81503 Eh
- Total charge: +2

---

(6)
DFT (ωB97M-V with the def2-TZVPD basis set) results for a gas-phase ion, C10H17IN3 (charge +1).

```
31
Properties=species:S:1:pos:R:3:forces:R:3
C 0.145813 -2.975480 -4.763850 3.464 -0.515 -0.368
C 0.387411 -2.571209 -3.357564 -1.182 1.074 2.340
C 0.867331 -1.406608 -2.815647 0.524 1.118 -1.613
C 0.599798 -0.997027 -1.420182 0.816 0.931 -0.864
C 0.592359 0.292729 -0.941997 -0.366 -0.813 -1.176
C 0.788325 1.566252 -1.753151 0.727 -0.064 1.354
C 0.214568 0.606032 0.420431 0.032 -1.604 0.469
N 0.346923 1.714278 0.944965 0.149 1.963 -0.228
C -0.178393 2.179551 2.148541 0.073 0.360 2.090
N -1.135401 1.381831 2.961760 1.075 -1.291 0.095
C -0.978033 1.817715 4.345937 2.281 -0.404 0.281
N -0.394303 -0.429077 1.184746 -1.235 -2.956 -0.327
C -0.204387 -0.684436 2.469656 1.168 2.187 -1.080
I -1.146010 -2.068932 3.670399 0.201 0.316 -0.538
H 0.978977 -3.736177 -4.942696 -1.328 0.432 -0.212
H -0.797143 -3.370930 -4.996269 -1.304 -1.009 0.384
H 0.283898 -2.242094 -5.542418 0.406 0.776 0.179
H -0.043411 -3.301606 -2.593675 0.492 0.943 -0.977
H 1.440687 -0.607443 -3.445879 -1.446 -1.583 0.839
H 0.453844 -1.871679 -0.824799 -0.355 -0.219 0.956
H 0.448600 2.443493 -1.171519 0.042 -0.614 -0.467
H 1.849520 1.727303 -1.905959 0.255 0.050 -0.251
H 0.298296 1.528219 -2.684396 -0.561 -0.109 -1.174
H 0.714124 2.227436 2.859455 -1.082 0.714 -1.002
H -0.675502 3.171089 2.016188 0.871 -0.422 -0.110
H -2.084451 1.226534 2.597316 0.605 0.486 0.348
H -1.481495 1.209506 5.054043 -1.206 -0.405 0.366
H 0.140597 1.592103 4.689912 -2.126 0.913 -0.951
H -1.228914 2.876643 4.435736 0.183 -0.059 0.419
H -0.998566 -1.027350 0.617076 -0.117 0.133 0.483
H 0.794939 -0.270669 2.743840 -1.055 -0.331 0.737
```
Positions in Å, forces in eV/Å.

Properties
- Calculated total energy: -852.82836 Eh
- Structure (SMILES): C/C=C/C=C(C)/C(=N/CNC)/[NH+]=C/I
- Total charge: +1

---

What are the orbital gap values for these records? In order: 9.49 4.97 7.32 8.33 3.75 7.26 eV.
What are the E_LUMO values for these records? In order: 0.55 -0.68 3.08 0.57 -9.26 -4.15 eV.